1.
Below is one molecule with the formula C21H15N3O3 in a non-equilibrium geometry, with properties calculated with ωB97M-V with the def2-TZVPD basis set.

Summary:
* SMILES: Cc1c(C(=O)c2nocc2C(=O)c2ccccc2)cnn1-c1ccccc1
* relative energy (zero: lowest compared OMol25 entry of this formula, charge and spin): 421.0 kJ/mol
* maximum force: 4.9 eV/A
* total charge: 0
* multiplicity: 1
* HOMO energy: -8.604 eV

Each line ends with the Löwdin charge.
Positions of all 42 atoms, in Å:
C: -1.20 0.52 -1.85  -0.019
C: -0.75 1.62 -1.03  -0.201
C: -0.02 1.51 0.04  -0.148
C: 0.22 0.36 0.91  -0.246
O: 0.75 0.59 1.97  0.121
C: -0.34 -1.05 0.68  -0.120
N: -1.59 -1.39 0.60  0.159
O: -1.65 -2.80 0.38  0.015
C: -0.41 -3.27 0.52  -0.074
C: 0.40 -2.28 0.78  -0.133
C: 1.81 -2.52 1.17  -0.272
O: 2.67 -2.14 0.40  0.100
C: 2.21 -3.40 2.37  -0.124
C: 1.17 -3.83 3.32  0.013
C: 1.61 -4.62 4.35  -0.104
C: 2.93 -5.00 4.50  -0.085
C: 3.89 -4.58 3.57  -0.053
C: 3.51 -3.73 2.52  -0.042
C: 0.61 2.75 0.35  -0.034
N: 0.24 3.64 -0.56  0.115
N: -0.70 3.00 -1.37  -0.007
C: -1.50 3.69 -2.33  -0.141
C: -2.72 3.21 -2.80  -0.081
C: -3.49 3.84 -3.70  -0.093
C: -2.97 5.04 -4.27  -0.072
C: -1.73 5.60 -3.87  -0.091
C: -1.00 4.88 -2.96  -0.021
H: -2.15 0.11 -1.47  0.094
H: -0.49 -0.28 -1.97  0.090
H: -1.45 0.81 -2.89  0.094
H: -0.07 -4.26 0.34  0.151
H: 0.17 -3.47 3.16  0.108
H: 0.99 -5.06 5.09  0.099
H: 3.17 -5.53 5.39  0.093
H: 4.92 -4.90 3.92  0.121
H: 4.26 -3.22 1.90  0.131
H: 1.36 2.95 1.11  0.124
H: -3.25 2.41 -2.33  0.107
H: -4.38 3.31 -4.00  0.107
H: -3.53 5.64 -5.13  0.135
H: -1.42 6.54 -4.23  0.090
H: -0.10 5.31 -2.57  0.095

2.
Below is C21H15N6O2PdS2 as an isolated structure, with properties calculated with ωB97M-V with the def2-TZVPD basis set.

Summary:
* relative energy (zero: lowest compared OMol25 entry of this formula, charge and spin): 0.0 kJ/mol
* maximum force: 0.6 eV/A
* total charge: +1
* multiplicity: 1
* HOMO energy: -11.066 eV

Each line ends with the Löwdin charge.
Positions of all 47 atoms, in Å:
Pd: 1.16 0.68 -0.05  1.029
N: -2.70 0.21 1.80  0.154
C: -1.75 0.56 0.94  -0.106
N: -0.49 0.26 1.10  0.027
C: -0.07 -0.40 2.27  -0.239
N: 1.18 -0.57 2.54  0.113
N: 1.97 -0.03 1.56  -0.142
C: 3.25 -0.09 1.59  0.000
C: 3.93 0.53 0.45  -0.229
C: 5.30 0.62 0.34  0.015
C: 5.84 1.26 -0.78  -0.015
C: 5.00 1.77 -1.74  -0.004
C: 3.62 1.64 -1.58  -0.063
N: 3.11 1.03 -0.51  -0.012
C: -1.09 -0.88 3.19  -0.083
C: -0.78 -1.64 4.32  0.005
C: -1.79 -2.05 5.17  -0.043
C: -3.12 -1.71 4.90  -0.038
C: -3.44 -0.96 3.79  0.003
C: -2.42 -0.55 2.94  -0.160
H: -3.65 0.49 1.61  0.175
H: -2.05 1.14 0.08  0.072
H: 3.78 -0.56 2.40  0.147
H: 5.93 0.21 1.12  0.128
H: 6.91 1.35 -0.88  0.124
H: 5.38 2.27 -2.62  0.124
H: 2.91 2.00 -2.31  0.118
H: 0.25 -1.90 4.51  0.120
H: -1.55 -2.64 6.04  0.117
H: -3.90 -2.03 5.57  0.120
H: -4.47 -0.69 3.59  0.124
O: 1.37 0.10 -4.08  -0.268
S: 0.63 -0.21 -2.89  0.620
O: 1.11 -1.27 -2.04  -0.333
N: 0.44 1.17 -1.95  -0.270
C: -0.83 1.65 -2.06  -0.887
S: -1.32 3.06 -1.36  0.708
C: -1.73 0.74 -2.81  -0.250
C: -3.09 0.91 -3.06  -0.023
C: -3.75 -0.09 -3.76  -0.047
C: -3.07 -1.22 -4.22  -0.046
C: -1.71 -1.38 -4.00  -0.017
C: -1.08 -0.38 -3.28  -0.227
H: -3.60 1.80 -2.72  0.105
H: -4.81 0.02 -3.97  0.113
H: -3.61 -1.98 -4.78  0.115
H: -1.18 -2.24 -4.37  0.129

3.
Below is C21H15NO5S3V as an isolated structure in a non-equilibrium geometry, with properties calculated with ωB97M-V with the def2-TZVPD basis set.

Summary:
* relative energy (zero: lowest compared OMol25 entry of this formula, charge and spin): 143.5 kJ/mol
* maximum force: 4.9 eV/A
* total charge: -1
* multiplicity: 3
* HOMO energy (spin up / spin down): -4.165 / -5.183 eV

Each line ends with the Löwdin charge.
Positions of all 46 atoms, in Å:
V: -1.42 1.38 -0.01  0.323
O: 1.23 0.83 -0.91  -0.062
C: 1.87 0.53 0.32  -0.339
C: 0.88 0.70 1.55  -0.549
O: 1.32 0.66 2.68  0.093
O: -0.33 0.88 1.22  -0.205
C: 2.26 -0.93 0.34  -0.145
C: 1.85 -1.81 -0.64  -0.041
C: 2.23 -3.14 -0.59  -0.086
C: 3.03 -3.60 0.44  -0.108
C: 3.43 -2.73 1.44  -0.082
C: 3.04 -1.40 1.40  -0.035
C: 3.04 1.47 0.52  -0.133
C: 4.35 1.11 0.23  -0.025
C: 5.38 2.01 0.42  -0.090
C: 5.12 3.28 0.90  -0.105
C: 3.81 3.65 1.15  -0.075
C: 2.77 2.76 0.95  -0.013
H: 1.08 1.80 -0.95  0.013
H: 1.22 -1.45 -1.45  0.073
H: 1.90 -3.82 -1.37  0.097
H: 3.34 -4.64 0.47  0.092
H: 4.05 -3.08 2.25  0.097
H: 3.33 -0.72 2.18  0.122
H: 4.55 0.12 -0.15  0.116
H: 6.40 1.71 0.19  0.095
H: 5.93 3.97 1.07  0.093
H: 3.60 4.65 1.50  0.100
H: 1.75 3.08 1.13  0.104
S: -0.84 3.28 -0.57  0.099
O: -4.39 1.81 0.97  -0.293
S: -4.47 1.54 -0.44  0.656
O: -5.00 2.59 -1.27  -0.279
N: -2.97 1.03 -0.90  -0.326
C: -2.98 -0.30 -1.02  -0.792
S: -1.48 -1.08 -1.04  0.785
C: -4.27 -0.93 -1.06  -0.224
C: -4.58 -2.26 -1.38  -0.014
C: -5.90 -2.61 -1.47  -0.074
C: -6.92 -1.69 -1.21  -0.067
C: -6.61 -0.38 -0.86  -0.039
C: -5.29 -0.02 -0.78  -0.184
H: -3.77 -2.95 -1.57  0.104
H: -6.17 -3.62 -1.74  0.103
H: -7.95 -2.00 -1.28  0.101
H: -7.40 0.34 -0.65  0.119

4.
Below is C21H16AlN7O2S3 as an isolated structure, with properties calculated with ωB97M-V with the def2-TZVPD basis set.

Summary:
* relative energy (zero: lowest compared OMol25 entry of this formula, charge and spin): 17.7 kJ/mol
* maximum force: 0.7 eV/A
* total charge: 0
* multiplicity: 1
* HOMO energy: -7.183 eV

Each line ends with the Löwdin charge.
Positions of all 50 atoms, in Å:
Al: -0.25 0.04 -0.01  -0.365
O: -2.08 4.15 2.61  0.081
C: -2.30 3.13 3.46  -0.249
C: -3.11 3.31 4.58  -0.022
C: -3.38 2.27 5.44  -0.079
C: -2.84 1.01 5.20  -0.086
C: -2.04 0.82 4.10  -0.018
C: -1.74 1.86 3.21  -0.061
C: -0.86 1.54 2.07  -0.400
O: -0.58 0.28 1.84  -0.123
N: -0.33 2.50 1.34  0.141
N: 0.42 1.90 0.41  -0.031
C: 1.50 2.37 -0.07  0.002
C: 2.36 1.36 -0.68  -0.246
C: 3.58 1.65 -1.27  0.005
C: 4.39 0.59 -1.67  -0.037
C: 3.95 -0.70 -1.48  -0.028
C: 2.71 -0.90 -0.90  -0.124
N: 1.93 0.10 -0.50  0.011
H: -2.58 4.92 2.90  0.113
H: -3.54 4.29 4.76  0.115
H: -4.01 2.43 6.31  0.107
H: -3.06 0.19 5.87  0.098
H: -1.61 -0.15 3.89  0.099
H: 1.84 3.39 0.12  0.144
H: 3.89 2.67 -1.41  0.122
H: 5.35 0.78 -2.13  0.115
H: 4.56 -1.55 -1.76  0.112
H: 2.31 -1.90 -0.75  0.070
S: -0.16 0.04 -2.37  0.765
C: -1.80 0.39 -2.83  -0.694
C: -2.03 0.56 -4.22  -0.284
N: -2.19 0.71 -5.36  0.162
C: -2.83 0.50 -1.95  -0.687
S: -2.61 0.32 -0.23  0.784
C: -4.16 0.76 -2.37  -0.286
N: -5.26 0.96 -2.66  0.159
C: 0.23 -2.87 3.45  -0.018
N: -1.06 -2.85 2.79  -0.109
C: -2.29 -3.02 3.39  -0.044
C: -3.23 -2.87 2.43  -0.042
N: -2.55 -2.64 1.26  0.091
C: -1.23 -2.60 1.48  -0.710
S: 0.02 -2.38 0.34  0.788
H: 0.10 -3.13 4.49  0.096
H: 0.69 -1.88 3.37  0.094
H: 0.88 -3.59 2.96  0.089
H: -2.39 -3.22 4.44  0.126
H: -4.30 -2.89 2.48  0.127
H: -2.96 -2.37 0.38  0.127

multiplicity of number 4 (C21H16AlN7O2S3)? 1

Please write out number 2 again, unchanged.
Below is C21H15N6O2PdS2 as an isolated structure, with properties calculated with ωB97M-V with the def2-TZVPD basis set.

Summary:
* relative energy (zero: lowest compared OMol25 entry of this formula, charge and spin): 0.0 kJ/mol
* maximum force: 0.6 eV/A
* total charge: +1
* multiplicity: 1
* HOMO energy: -11.066 eV

Each line ends with the Löwdin charge.
Positions of all 47 atoms, in Å:
Pd: 1.16 0.68 -0.05  1.029
N: -2.70 0.21 1.80  0.154
C: -1.75 0.56 0.94  -0.106
N: -0.49 0.26 1.10  0.027
C: -0.07 -0.40 2.27  -0.239
N: 1.18 -0.57 2.54  0.113
N: 1.97 -0.03 1.56  -0.142
C: 3.25 -0.09 1.59  0.000
C: 3.93 0.53 0.45  -0.229
C: 5.30 0.62 0.34  0.015
C: 5.84 1.26 -0.78  -0.015
C: 5.00 1.77 -1.74  -0.004
C: 3.62 1.64 -1.58  -0.063
N: 3.11 1.03 -0.51  -0.012
C: -1.09 -0.88 3.19  -0.083
C: -0.78 -1.64 4.32  0.005
C: -1.79 -2.05 5.17  -0.043
C: -3.12 -1.71 4.90  -0.038
C: -3.44 -0.96 3.79  0.003
C: -2.42 -0.55 2.94  -0.160
H: -3.65 0.49 1.61  0.175
H: -2.05 1.14 0.08  0.072
H: 3.78 -0.56 2.40  0.147
H: 5.93 0.21 1.12  0.128
H: 6.91 1.35 -0.88  0.124
H: 5.38 2.27 -2.62  0.124
H: 2.91 2.00 -2.31  0.118
H: 0.25 -1.90 4.51  0.120
H: -1.55 -2.64 6.04  0.117
H: -3.90 -2.03 5.57  0.120
H: -4.47 -0.69 3.59  0.124
O: 1.37 0.10 -4.08  -0.268
S: 0.63 -0.21 -2.89  0.620
O: 1.11 -1.27 -2.04  -0.333
N: 0.44 1.17 -1.95  -0.270
C: -0.83 1.65 -2.06  -0.887
S: -1.32 3.06 -1.36  0.708
C: -1.73 0.74 -2.81  -0.250
C: -3.09 0.91 -3.06  -0.023
C: -3.75 -0.09 -3.76  -0.047
C: -3.07 -1.22 -4.22  -0.046
C: -1.71 -1.38 -4.00  -0.017
C: -1.08 -0.38 -3.28  -0.227
H: -3.60 1.80 -2.72  0.105
H: -4.81 0.02 -3.97  0.113
H: -3.61 -1.98 -4.78  0.115
H: -1.18 -2.24 -4.37  0.129

Repeat the fourth record exactly.
Below is C21H16AlN7O2S3 as an isolated structure, with properties calculated with ωB97M-V with the def2-TZVPD basis set.

Summary:
* relative energy (zero: lowest compared OMol25 entry of this formula, charge and spin): 17.7 kJ/mol
* maximum force: 0.7 eV/A
* total charge: 0
* multiplicity: 1
* HOMO energy: -7.183 eV

Each line ends with the Löwdin charge.
Positions of all 50 atoms, in Å:
Al: -0.25 0.04 -0.01  -0.365
O: -2.08 4.15 2.61  0.081
C: -2.30 3.13 3.46  -0.249
C: -3.11 3.31 4.58  -0.022
C: -3.38 2.27 5.44  -0.079
C: -2.84 1.01 5.20  -0.086
C: -2.04 0.82 4.10  -0.018
C: -1.74 1.86 3.21  -0.061
C: -0.86 1.54 2.07  -0.400
O: -0.58 0.28 1.84  -0.123
N: -0.33 2.50 1.34  0.141
N: 0.42 1.90 0.41  -0.031
C: 1.50 2.37 -0.07  0.002
C: 2.36 1.36 -0.68  -0.246
C: 3.58 1.65 -1.27  0.005
C: 4.39 0.59 -1.67  -0.037
C: 3.95 -0.70 -1.48  -0.028
C: 2.71 -0.90 -0.90  -0.124
N: 1.93 0.10 -0.50  0.011
H: -2.58 4.92 2.90  0.113
H: -3.54 4.29 4.76  0.115
H: -4.01 2.43 6.31  0.107
H: -3.06 0.19 5.87  0.098
H: -1.61 -0.15 3.89  0.099
H: 1.84 3.39 0.12  0.144
H: 3.89 2.67 -1.41  0.122
H: 5.35 0.78 -2.13  0.115
H: 4.56 -1.55 -1.76  0.112
H: 2.31 -1.90 -0.75  0.070
S: -0.16 0.04 -2.37  0.765
C: -1.80 0.39 -2.83  -0.694
C: -2.03 0.56 -4.22  -0.284
N: -2.19 0.71 -5.36  0.162
C: -2.83 0.50 -1.95  -0.687
S: -2.61 0.32 -0.23  0.784
C: -4.16 0.76 -2.37  -0.286
N: -5.26 0.96 -2.66  0.159
C: 0.23 -2.87 3.45  -0.018
N: -1.06 -2.85 2.79  -0.109
C: -2.29 -3.02 3.39  -0.044
C: -3.23 -2.87 2.43  -0.042
N: -2.55 -2.64 1.26  0.091
C: -1.23 -2.60 1.48  -0.710
S: 0.02 -2.38 0.34  0.788
H: 0.10 -3.13 4.49  0.096
H: 0.69 -1.88 3.37  0.094
H: 0.88 -3.59 2.96  0.089
H: -2.39 -3.22 4.44  0.126
H: -4.30 -2.89 2.48  0.127
H: -2.96 -2.37 0.38  0.127